Entry 1:
Molecular formula: C6H14NOP
Method: DFT, ωB97M-V/def2-TZVPD

```
! RIJCOSX wB97M-V def2-TZVPD def2/J DEFGRID3
* xyz 0 1
C 1.0979 1.8345 -0.2878
C 1.1440 0.3087 -0.2699
C 2.6168 -0.1776 -0.1974
O 2.7518 -1.5536 -0.1704
P 0.1023 -0.3409 1.0902
C -0.8764 -1.5769 0.2286
C -1.8713 -0.7523 -0.6663
C -2.3883 0.3985 0.2430
N -1.2380 0.8123 1.0878
H 0.1529 2.2593 -0.1948
H 1.5960 2.2563 -1.2754
H 1.6762 2.1999 0.5067
H 0.7707 -0.0678 -1.1923
H 3.1700 0.1901 0.7546
H 3.2021 0.1584 -1.1321
H 2.1122 -1.7171 0.4953
H -1.5937 -1.9496 1.1285
H -0.3385 -2.3745 -0.2216
H -2.9012 -1.3759 -0.9698
H -1.4471 -0.3728 -1.5420
H -2.9929 1.2116 -0.3366
H -3.2086 -0.1327 0.8742
H -1.5368 0.7620 2.0474
*
```

The calculation puts the orbital gap at 9.786 eV. Its SMILES is C[C@@H](CO)P1CCCN1. The energy relative to the best compared isomer or geometry (same formula, charge and spin) comes out at 109.04 kJ/mol. The value obtained for the HOMO energy is -0.3269 hartree. Its LUMO energy is 0.89 eV.

***

Entry 2:
Molecular formula: C17H19BrN2O3
Method: DFT, ωB97M-V/def2-TZVPD

```
! RIJCOSX wB97M-V def2-TZVPD def2/J DEFGRID3
* xyz 0 1
O -3.3367 0.9308 -2.6743
C -3.0774 1.5391 -1.6451
C -3.2409 3.0084 -1.6650
C -3.8199 3.7131 -2.6920
C -3.7501 5.0790 -2.3491
C -3.1248 5.1056 -1.1381
Br -2.6560 6.5274 -0.0255
O -2.8110 3.8751 -0.7100
N -2.6940 0.8990 -0.5188
C -2.2670 1.4485 0.7443
C -0.7711 1.1860 0.9360
N -0.5324 -0.2462 0.9136
C 0.8351 -0.5945 1.2512
C 0.9201 -2.0199 1.8160
O 2.2123 -2.3191 2.2890
C 3.2034 -2.6332 1.4039
C 4.4629 -2.8370 1.9705
C 5.5404 -3.1767 1.1800
C 5.3847 -3.3205 -0.1901
C 4.1391 -3.1219 -0.7541
C 3.0494 -2.7787 0.0299
C -0.9507 -0.7919 -0.3671
C -2.4396 -0.5255 -0.5820
H -4.2404 3.2836 -3.5772
H -4.1035 5.9200 -2.9080
H -2.8153 0.9310 1.5395
H -2.4728 2.5121 0.8085
H -0.2061 1.7111 0.1445
H -0.4592 1.5795 1.9052
H 1.5156 -0.4886 0.3897
H 1.1852 0.0839 2.0328
H 0.5909 -2.7646 1.0831
H 0.2696 -2.0904 2.6914
H 4.5650 -2.7235 3.0383
H 6.5080 -3.3302 1.6341
H 6.2273 -3.5850 -0.8104
H 4.0040 -3.2320 -1.8203
H 2.0923 -2.6324 -0.4465
H -0.3792 -0.3450 -1.2012
H -0.7823 -1.8691 -0.3698
H -3.0162 -1.0218 0.2040
H -2.7587 -0.8855 -1.5607
*
```

The calculation puts the orbital gap at 9.121 eV. Its SMILES is O=C(c1ccc(Br)o1)N1CCN(CCOc2ccccc2)CC1. The energy relative to the best compared isomer or geometry (same formula, charge and spin) comes out at 0.00 kJ/mol. The value obtained for the HOMO energy is -0.3123 hartree. Its LUMO energy is 0.62 eV.

***

Entry 3:
Molecular formula: C7H16BF2NS
Method: DFT, ωB97M-V/def2-TZVPD

```
! RIJCOSX wB97M-V def2-TZVPD def2/J DEFGRID3
* xyz 0 3
B -0.8639 -1.9853 -1.1344
C 0.0803 -3.1842 -1.3589
C 3.3755 -0.0865 0.9801
C -2.1559 0.6180 1.4937
C 2.7753 1.2690 0.6694
C -2.6919 -0.0023 -1.1275
C 1.5075 0.9513 -0.1664
C -3.2207 0.5431 0.2282
N -1.6608 -1.0221 -0.9824
F -3.6852 1.7394 0.0065
F -4.2905 -0.1709 0.5609
S 0.3950 2.4596 -0.2482
H -0.0203 -3.9046 -0.5962
H 1.2753 -2.8365 -1.2551
H 0.1592 -3.6611 -2.3377
H 4.0922 -0.3274 0.2048
H 3.9642 0.0472 1.9984
H 2.6945 -0.9974 1.0789
H -2.4187 -0.1036 2.2621
H -1.0832 0.4028 1.0754
H -2.0733 1.6219 1.9395
H 3.4398 2.0214 0.2940
H 2.3802 1.6663 1.5594
H -3.4922 -0.3986 -1.7622
H -2.3653 1.0043 -1.6366
H 1.6421 0.8686 -1.2817
H 1.0159 0.1880 0.2734
H 1.2248 3.2799 -0.7377
*
```

The calculation puts the orbital gap (alpha / beta) at 4.428 / 6.150 eV. The value obtained for the HOMO energy (alpha / beta) is -0.1427 / -0.3353 hartree. Its LUMO energy (alpha / beta) is 0.54 / -2.97 eV.

***

Entry 4:
Molecular formula: C4H7ClO3S
Method: DFT, ωB97M-V/def2-TZVPD

```
! RIJCOSX wB97M-V def2-TZVPD def2/J DEFGRID3
* xyz 0 1
C -0.1030 1.3006 1.7437
C -0.3859 0.0605 1.2687
C 2.1493 0.7487 -1.6015
C 0.4576 -1.0002 -1.9649
O -2.1010 -1.0582 -0.3119
O -3.0584 0.3002 1.4858
O 0.9638 0.0797 -1.5985
S -2.0451 -0.5820 1.0050
Cl -2.0298 -2.1887 2.3102
H -0.7573 2.0216 2.1994
H 0.9138 1.6273 1.9756
H 2.1039 1.7059 -1.0737
H 3.1041 0.3608 -1.9713
H 0.4074 -0.4764 0.7216
H 1.0093 -1.8198 -2.2377
H -0.6287 -1.0800 -1.9504
*
```

The calculation puts the orbital gap (alpha / beta) at 7.203 / 7.220 eV. The energy relative to the best compared isomer or geometry (same formula, charge and spin) comes out at 570.53 kJ/mol. The value obtained for the HOMO energy (alpha / beta) is -0.2698 / -0.2704 hartree. Its LUMO energy (alpha / beta) is -0.14 / -0.14 eV.

***

Entry 5:
Molecular formula: CH3N2O2S
Method: DFT, ωB97M-V/def2-TZVPD

```
! RIJCOSX wB97M-V def2-TZVPD def2/J DEFGRID3
* xyz 1 1
C -0.0037 2.1570 0.7383
N -0.2897 1.4298 -0.0575
S -0.0153 0.2667 -1.4914
N 0.0383 -1.0961 -0.7004
O -1.1379 0.4925 -2.2760
O 1.5561 0.9747 -1.5007
H 0.0598 2.9110 1.5577
H -0.8639 -1.5354 -0.5240
H 0.9116 -1.5284 -0.5295
*
```

The calculation puts the orbital gap at 10.869 eV. Its SMILES is C#[N+]S(N)(=O)=O. The energy relative to the best compared isomer or geometry (same formula, charge and spin) comes out at 366.41 kJ/mol. The value obtained for the HOMO energy is -0.5909 hartree. Its LUMO energy is -5.21 eV.

***

Entry 6:
Molecular formula: C28H49BBrClN4O6STa
Method: DFT, ωB97M-V/def2-TZVPD

```
! RIJCOSX wB97M-V def2-TZVPD def2/J DEFGRID3
* xyz -1 1
C 5.0989 -0.0367 -0.2193
O 6.1840 -0.5542 -0.9678
C 6.0969 -1.9524 -1.1676
C 4.9063 -2.3934 -2.0078
C 4.7215 -1.5659 -3.2775
C 3.4943 -2.0013 -4.0866
C 2.2225 -1.1966 -3.7707
C 1.1264 -1.9892 -3.0476
C 0.1159 -1.0941 -2.2979
Ta -0.5015 -1.7976 -0.3104
Cl 1.8488 -1.6193 0.2694
C -0.5867 -3.8887 -1.0249
C -1.7583 -4.8560 -0.7851
C -3.0930 -4.2465 -0.3938
Br -1.3137 -6.2348 0.5546
O -0.9820 -2.2258 1.5222
B -0.0002 -2.5651 2.4232
O 0.4129 -1.6427 3.3519
O 0.5700 -3.8330 2.3450
S -0.8544 0.8150 0.1318
C -2.1222 1.4937 -0.9614
O -1.3971 1.0352 1.4919
O 0.3550 1.5963 -0.1736
H 4.9185 -0.6339 0.6837
H 5.3649 0.9765 0.0790
H 4.1682 -0.0057 -0.7956
H 6.0746 -2.4552 -0.1888
H 7.0302 -2.2320 -1.6640
H 3.9879 -2.3557 -1.4110
H 5.0613 -3.4428 -2.2820
H 4.6320 -0.5105 -3.0100
H 5.6288 -1.6402 -3.8878
H 3.2955 -3.0603 -3.8824
H 3.7231 -1.9383 -5.1532
H 1.7979 -0.8053 -4.7004
H 2.4798 -0.3239 -3.1625
H 0.5799 -2.5804 -3.7919
H 1.6086 -2.7219 -2.3899
H -0.7639 -0.9204 -2.9283
H 0.5894 -0.1185 -2.1254
H -2.1703 -1.5344 -0.8720
H 0.3153 -4.2743 -0.5302
H -0.3823 -3.9056 -2.0980
H -1.9098 -5.4568 -1.6808
H -3.8812 -5.0015 -0.4020
H -3.3543 -3.4671 -1.1110
H -3.0424 -3.8082 0.6038
H 1.3218 -1.7547 3.6382
H 1.5305 -3.8144 2.3111
H -3.0478 1.5833 -0.3966
H -2.2577 0.8118 -1.8013
H -1.7741 2.4633 -1.3147
N 8.6437 4.6947 -0.0852
C 7.8605 3.9878 -0.9586
C 7.8031 2.6930 -0.5202
C 8.5834 2.6149 0.6665
C 9.0879 3.8644 0.9088
H 8.8554 5.6718 -0.1604
H 7.4071 4.4635 -1.8113
H 7.2629 1.8866 -0.9894
H 8.7482 1.7379 1.2701
H 9.7177 4.2312 1.7013
N -1.4893 4.0050 1.2864
C -0.8988 4.7814 0.3377
C -1.5094 6.0135 0.3625
C -2.5153 5.9653 1.3688
C -2.4679 4.7060 1.9172
H -1.2549 3.0350 1.4850
H -0.1005 4.3852 -0.2673
H -1.2670 6.8502 -0.2726
H -3.1924 6.7559 1.6504
H -3.0463 4.2387 2.6966
N -7.3620 3.9757 2.8295
C -6.0091 3.7984 2.7262
C -5.7395 2.4774 2.9659
C -6.9814 1.8317 3.2239
C -7.9625 2.7826 3.1321
H -7.8392 4.8478 2.6987
H -5.3534 4.6166 2.4817
H -4.7624 2.0214 2.9512
H -7.1332 0.7877 3.4448
H -9.0300 2.7093 3.2516
N -5.3676 -1.9948 1.9832
C -5.8808 -3.2604 1.9825
C -7.1635 -3.1931 1.5035
C -7.4292 -1.8282 1.2013
C -6.2983 -1.1161 1.5068
H -4.4361 -1.7500 2.2737
H -5.2932 -4.0986 2.3163
H -7.8335 -4.0280 1.3802
H -8.3418 -1.4167 0.8027
H -6.0803 -0.0644 1.4239
*
```

The calculation puts the orbital gap at 7.814 eV. The value obtained for the HOMO energy is -0.2104 hartree. Its LUMO energy is 2.09 eV.

***

Entry 7:
Molecular formula: C5H9NO
Method: DFT, ωB97M-V/def2-TZVPD

```
! RIJCOSX wB97M-V def2-TZVPD def2/J DEFGRID3
* xyz 0 1
C -0.5241 -1.0063 -1.8493
C 1.5098 -0.5279 0.3174
O 2.0504 0.3885 -0.4321
C 0.3803 0.0358 1.2049
C -0.3137 1.3687 0.8756
C -0.6270 -1.0027 1.4601
N -1.4650 -1.7727 1.6658
H -1.5061 -1.1830 -1.4041
H -0.4744 -1.4537 -2.8432
H -0.3382 0.0693 -1.9343
H 0.2451 -1.4687 -1.2235
H 1.6089 1.2660 -0.4148
H 0.9408 0.1448 2.1491
H -0.9043 1.6969 1.7342
H -0.9874 1.2715 0.0193
H 0.4048 2.1735 0.6748
*
```

The calculation puts the orbital gap at 9.605 eV. The energy relative to the best compared isomer or geometry (same formula, charge and spin) comes out at 380.91 kJ/mol. The value obtained for the HOMO energy is -0.3392 hartree. Its LUMO energy is 0.37 eV.

***

Entry 8:
Molecular formula: CH3ClO2S
Method: DFT, ωB97M-V/def2-TZVPD

```
! RIJCOSX wB97M-V def2-TZVPD def2/J DEFGRID3
* xyz 0 1
O -1.2879 1.5010 -0.9443
S -1.4336 1.0280 0.6140
Cl -1.9614 -0.8462 0.3175
H -0.3155 1.5472 -1.1395
C 1.1974 -0.8014 0.3044
O 0.9228 0.0676 -0.5212
H 1.3280 -1.8936 0.1307
H 1.5502 -0.6026 1.2384
*
```

The calculation puts the orbital gap at 8.945 eV. Its SMILES is OSCl.C=O. The energy relative to the best compared isomer or geometry (same formula, charge and spin) comes out at 226.55 kJ/mol. The value obtained for the HOMO energy is -0.3213 hartree. Its LUMO energy is 0.20 eV.